# C17H18O3S

A single C17H18O3S molecule (ωB97M-V/def2-TZVPD, the OMol25 dataset).

Cartesian coordinates (Å):
C 0.7453 -2.2733 -1.2786
O 0.0251 -1.0652 -1.2359
C -1.1288 -0.9563 -1.9678
C -1.6405 -1.9865 -2.7377
C -2.8356 -1.8489 -3.4464
C -3.3458 -2.9557 -4.2512
O -4.3642 -2.9435 -4.8978
C -3.5354 -0.6461 -3.3735
C -3.0321 0.3892 -2.6215
C -1.8320 0.2689 -1.9178
O -1.4815 1.3787 -1.2257
C -0.1852 1.5400 -0.6780
C -0.0892 2.9760 -0.1865
S 1.5857 3.3333 0.4268
C 1.7928 2.1608 1.7457
C 0.7572 1.7760 2.5836
C 0.9972 0.8697 3.6004
C 2.2654 0.3459 3.8143
C 2.5250 -0.6149 4.9339
C 3.2983 0.7557 2.9781
C 3.0684 1.6493 1.9512
H 0.1528 -3.1095 -0.8946
H 1.6067 -2.1155 -0.6310
H 1.0909 -2.5016 -2.2916
H -1.1184 -2.9288 -2.7968
H -2.7000 -3.8584 -4.2297
H -4.4612 -0.5455 -3.9177
H -3.5488 1.3333 -2.5530
H 0.5821 1.3592 -1.4388
H -0.0248 0.8447 0.1534
H -0.8260 3.1809 0.5887
H -0.2431 3.6725 -1.0099
H -0.2361 2.1784 2.4561
H 0.1809 0.5719 4.2430
H 1.6090 -1.1142 5.2399
H 3.2559 -1.3648 4.6388
H 2.9244 -0.0806 5.7966
H 4.2939 0.3641 3.1297
H 3.8716 1.9609 1.3013

Calculated values
Frontier orbital gap in eV: 8.6
Lowest unoccupied orbital energy in eV: 0.36
DFT total energy in eV: -34897.92692
Total charge: 0
HOMO energy in eV: -8.217